Formula: C21H62N5O7
Source: OMol25
Level of theory: ωB97M-V with the def2-TZVPD basis set

- F_max (eV Å⁻¹) = 13.33
- LUMO (eV) = -1.7475
- multiplicity = 1
- HOMO energy (eV) = -11.131
- net charge = +1
- ΔE to the lowest compared entry with this formula, charge and spin (kJ/mol) = 839.96
- gap between HOMO and LUMO (eV) = 9.384

Each line ends with the Löwdin charge.
Element x y z (Å)
O  -0.65213  -0.44583  -0.13109  0.27
H  -0.58261  -0.75862  -0.88666  -0.05
H  0.07382  -0.77439  0.52211  0.12
H  -1.55092  -0.60290  0.18347  0.07
C  0.30418  -0.51399  3.15036  -0.04
C  1.27396  -1.53342  2.38051  -0.32
C  0.77399  -3.00192  2.27557  -0.09
O  -0.26529  -2.74101  1.24935  -0.25
C  -0.84594  -3.99363  0.92531  -0.15
N  1.72546  -0.93415  1.13498  0.04
H  -0.58751  -0.41453  2.79983  0.04
H  0.62991  0.40927  3.01515  -0.03
H  0.27404  -0.60522  4.29115  0.05
H  2.15800  -1.66999  3.07535  0.16
H  0.46377  -3.27759  3.16500  0.08
H  1.43905  -3.64569  1.84154  0.09
H  -0.28856  -4.98605  0.41150  0.13
H  -1.68884  -3.67944  0.08393  0.11
H  -1.26334  -4.50278  1.94955  0.13
H  2.04178  -1.77013  0.59657  0.08
H  2.60207  -0.32398  1.31487  0.14
C  -3.81785  -1.94718  -0.55675  -0.03
C  -3.97716  -0.67872  0.27871  -0.45
C  -5.33819  -0.40033  0.83399  -0.22
O  -6.35158  -0.47914  -0.14814  -0.14
C  -7.65382  -0.27994  0.39759  -0.06
N  -2.99347  -0.56540  1.29097  0.03
H  -3.01764  -1.88650  -1.22653  0.03
H  -4.68184  -2.04849  -1.29102  0.11
H  -3.83864  -2.82976  0.18355  0.11
H  -3.51847  0.17550  -0.35386  0.16
H  -5.40461  0.65160  1.28462  0.15
H  -5.41846  -0.80600  1.81282  0.11
H  -7.82418  -1.19203  0.54873  0.01
H  -8.44758  -0.44044  -0.40583  0.14
H  -7.91698  0.35875  1.08448  0.05
H  -3.18679  -1.11400  2.17303  0.14
H  -2.98017  0.30099  1.63949  0.04
C  1.72666  3.46420  1.98997  -0.06
C  2.59174  2.67206  2.83575  -0.45
C  1.98796  1.33964  3.48094  -0.15
O  1.02823  1.76669  4.48750  -0.12
C  0.57621  0.75355  5.33819  -0.11
N  3.69323  2.23299  2.05244  0.02
H  0.82107  3.58607  2.51469  0.09
H  1.42098  2.92767  1.09798  -0.03
H  2.11799  4.35768  1.53792  0.11
H  2.93439  3.18577  3.72268  0.13
H  2.89428  1.05749  4.03221  0.13
H  1.56802  0.47940  2.73595  0.08
H  0.34158  -0.13510  4.89364  -0.06
H  -0.46637  0.91933  5.90632  0.17
H  1.27536  0.51467  6.11677  0.10
H  4.44807  1.66118  2.54099  0.11
H  4.10490  3.13300  1.83271  0.08
C  1.32832  2.55988  -0.64208  -0.03
C  1.08269  3.90781  -1.42270  -0.39
C  1.33187  3.74654  -2.96125  -0.24
O  2.68868  3.56124  -3.24162  -0.21
C  2.98344  3.47030  -4.72944  -0.06
N  -0.20834  4.48584  -1.35557  0.06
H  2.43716  2.32757  -0.67127  0.11
H  0.73113  1.57377  -1.02154  0.11
H  1.02308  2.62327  0.36481  -0.04
H  1.93213  4.59833  -1.31567  0.14
H  1.15165  4.76701  -3.35622  0.13
H  0.79309  3.10547  -3.44327  0.05
H  4.02490  3.67308  -4.82024  0.04
H  2.60211  4.40546  -5.41252  0.13
H  2.70256  2.39034  -5.14096  0.12
H  -0.15562  5.37057  -1.55160  0.00
H  -0.57256  4.39910  -0.34604  0.13
C  1.93122  -0.69444  -2.53591  -0.02
C  1.27266  -2.05291  -2.88485  -0.54
C  2.13061  -3.29469  -2.51535  -0.24
O  2.23048  -3.27729  -1.15457  -0.26
C  3.21550  -4.18472  -0.55190  -0.03
N  0.12139  -2.27093  -2.31167  0.05
H  1.24381  0.03900  -3.03527  0.09
H  2.95855  -0.63065  -3.12132  0.13
H  2.12269  -0.59973  -1.55525  0.00
H  1.25929  -2.17429  -4.02060  0.17
H  3.22191  -3.07244  -2.97516  0.17
H  1.67853  -4.16249  -2.95597  0.12
H  2.90255  -5.23432  -0.37322  0.09
H  3.65012  -3.65575  0.29029  0.08
H  3.96659  -4.40337  -1.41402  0.12
H  0.65798  -2.58225  -1.46620  0.09
H  -0.45581  -3.04747  -2.61158  0.12
C  -2.18723  0.18336  -3.74467  -0.18
O  -2.28558  1.06993  -2.61740  -0.19
H  -1.80701  -0.78757  -3.62182  0.02
H  -1.33939  0.46233  -4.52471  0.10
H  -3.07861  0.35503  -4.37662  0.08
H  -2.01827  2.08089  -2.86595  0.16

Atoms 1-6, force components in eV/Å:
O 0.01 5.21 11.14
H 1.70 -5.06 -12.22
H 0.25 0.35 -0.72
H -1.62 -0.22 1.66
C 1.88 -7.70 0.48
C 1.07 -0.05 3.87



Formula: C6H28N4O10
Source: OMol25
Level of theory: ωB97M-V with the def2-TZVPD basis set

- F_max (eV Å⁻¹) = 1.67
- LUMO (eV) = -0.3764
- multiplicity = 1
- HOMO energy (eV) = -9.323
- SMILES string = NC(N)=O.NC(N)=O.OCCO.OCCO.O.O.O.O
- ΔE to the lowest compared entry with this formula, charge and spin (kJ/mol) = 0.00
- gap between HOMO and LUMO (eV) = 8.947

Each line ends with the Löwdin charge.
Element x y z (Å)
N  0.73481  -4.33340  2.59675  0.15
C  -0.42255  -4.81491  2.05013  -0.68
N  -0.89731  -4.06492  1.01791  0.15
O  -0.92238  -5.89878  2.34559  0.01
H  1.01145  -4.77165  3.45678  0.10
H  1.17655  -3.49764  2.27017  0.07
H  -1.71580  -4.38030  0.53297  0.10
H  -0.61948  -3.10528  0.85864  0.05
N  0.76418  0.21078  -5.19770  0.15
C  1.54304  -0.69141  -4.52930  -0.68
N  2.80643  -0.25395  -4.24369  0.14
O  1.19344  -1.83105  -4.21953  0.01
H  1.08137  1.14795  -5.33736  0.09
H  -0.14774  -0.02568  -5.53585  0.10
H  3.01542  0.71801  -4.36579  0.09
H  3.48233  -0.87875  -3.85472  0.10
O  0.25275  -1.37094  0.97278  -0.10
C  0.42411  -0.75683  -0.30548  -0.18
C  1.85054  -0.15445  -0.41075  -0.21
O  1.80274  1.17501  0.05569  -0.09
H  0.36205  -0.67866  1.63099  0.04
H  0.17022  -1.46911  -1.09170  0.12
H  -0.30762  0.05021  -0.38687  0.10
H  2.21226  -0.26670  -1.43550  0.10
H  2.57347  -0.74933  0.15763  0.12
H  1.81828  1.14067  1.03315  0.03
O  -3.74440  2.48305  -1.10391  -0.07
C  -2.76541  3.43424  -0.68301  -0.23
C  -1.47091  2.71801  -0.22708  -0.23
O  -1.65934  2.14090  1.06442  -0.08
H  -4.09836  2.11982  -0.28120  0.08
H  -2.53465  4.04409  -1.55635  0.11
H  -3.16273  4.04976  0.12586  0.12
H  -0.64524  3.42830  -0.29532  0.12
H  -1.36576  1.85069  -0.88251  0.10
H  -1.23337  2.74292  1.68492  0.09
O  3.01645  3.75981  1.19710  -0.06
H  2.44425  3.28161  0.57984  0.01
H  3.53621  3.07004  1.62209  0.03
O  -3.42343  -0.60275  1.11537  -0.04
H  -3.90514  -1.42043  1.28785  0.06
H  -3.07670  -0.70278  0.22011  0.05
O  1.63485  0.96975  2.82596  -0.03
H  1.55225  1.67430  3.48371  0.08
H  2.11470  0.26098  3.27768  0.08
O  -1.64429  -0.03909  3.16572  -0.07
H  -0.72446  0.19322  3.01575  -0.02
H  -2.08707  0.09464  2.29809  -0.01

Atoms 1-6, force components in eV/Å:
N -0.16 -0.38 0.57
C -0.21 -0.94 -0.91
N -0.24 0.59 -0.47
O 0.32 0.80 0.37
H 0.19 0.11 -0.08
H -0.08 0.18 0.02



Formula: C3H8NO
Source: OMol25
Level of theory: ωB97M-V with the def2-TZVPD basis set

- F_max (eV Å⁻¹) = 4.90
- LUMO (eV) = -3.7382
- multiplicity = 1
- HOMO energy (eV) = -16.242
- SMILES string = C[C@@]1([NH3+])CO1
- net charge = +1
- ΔE to the lowest compared entry with this formula, charge and spin (kJ/mol) = 191.92
- gap between HOMO and LUMO (eV) = 12.504

Each line ends with the Löwdin charge.
Element x y z (Å)
C  -0.36185  1.33682  -0.48296  0.00
C  0.08484  0.10534  0.18036  -0.44
N  -0.61969  -1.22674  -0.66175  0.27
C  1.15485  -0.24794  1.10964  0.06
O  -0.26867  -0.03872  1.45678  0.06
H  -1.36586  1.50639  -0.53854  0.06
H  0.01230  1.42194  -1.50590  0.10
H  -0.04264  2.36704  0.05884  0.18
H  -0.08650  -1.44451  -1.52148  0.17
H  -1.62244  -1.05256  -0.64272  0.16
H  -0.21889  -2.01656  -0.12926  0.15
H  1.58282  -1.20655  1.12585  0.11
H  1.75173  0.49606  1.55113  0.12

Atoms 1-6, force components in eV/Å:
C 3.62 3.28 -0.28
C -1.60 -0.24 -0.54
N 3.89 0.49 1.12
C -1.48 0.82 -0.47
O 0.59 -1.21 0.96
H -3.07 -0.40 0.09



Formula: C46H48MoN2P2Si2
Source: OMol25
Level of theory: ωB97M-V with the def2-TZVPD basis set

- F_max (eV Å⁻¹) = 0.41
- LUMO (alpha / beta) (eV) = -6.8541 / -6.9552
- multiplicity = 1
- HOMO energy (alpha / beta) (eV) = -12.433 / -12.584
- net charge = +2
- ΔE to the lowest compared entry with this formula, charge and spin (kJ/mol) = 0.00
- gap between HOMO and LUMO (alpha / beta) (eV) = 5.579 / 5.629

Each line ends with the Löwdin charge.
Element x y z (Å)
Mo  0.70324  -0.43665  -0.19389  1.44
C  -0.07854  -2.57095  -4.40562  -0.15
Si  0.42520  -1.04551  -3.47043  0.40
C  2.27858  -0.88161  -3.32865  -0.18
C  -0.37419  0.50312  -4.12307  -0.15
N  -0.09454  -1.23691  -1.74038  -0.42
P  -1.58472  -1.61991  -1.03927  0.74
C  -1.35888  -0.69108  0.36410  -0.47
P  -0.85925  -1.14787  1.91951  0.74
N  0.79056  -0.93167  1.65908  -0.41
Si  2.19846  -0.71452  2.78063  0.41
C  2.13073  1.02427  3.44293  -0.15
C  3.67004  -0.97871  1.66846  -0.17
C  2.05061  -1.99128  4.12484  -0.15
C  -1.24319  -2.80068  2.45808  -0.32
C  -0.37141  -3.85861  2.22127  -0.09
C  -0.73344  -5.14305  2.59035  -0.06
C  -1.96424  -5.37211  3.18859  -0.05
C  -2.84475  -4.32214  3.41066  -0.05
C  -2.48833  -3.03474  3.04398  -0.08
C  -1.35699  -0.00006  3.19624  -0.32
C  -1.39387  -0.36034  4.54102  -0.08
C  -1.67528  0.59667  5.50456  -0.05
C  -1.91704  1.91007  5.12810  -0.05
C  -1.88490  2.27216  3.78715  -0.06
C  -1.60769  1.32039  2.82117  -0.09
C  -2.91577  -1.03692  -2.07196  -0.31
C  -3.28093  0.30569  -1.98040  -0.08
C  -4.25108  0.81445  -2.82597  -0.06
C  -4.86297  -0.01468  -3.75739  -0.05
C  -4.51167  -1.35464  -3.84405  -0.05
C  -3.53695  -1.86910  -3.00354  -0.08
C  -1.71413  -3.39832  -0.90416  -0.32
C  -0.64446  -4.22639  -1.23060  -0.09
C  -0.77212  -5.60171  -1.10872  -0.06
C  -1.95970  -6.14799  -0.64805  -0.05
C  -3.02409  -5.32424  -0.30482  -0.05
C  -2.90682  -3.95213  -0.43723  -0.08
H  0.15984  -2.41803  -5.45970  0.05
H  -1.14892  -2.76296  -4.34641  0.02
H  0.45406  -3.46260  -4.07440  0.04
H  2.74194  -0.78893  -4.30960  0.05
H  2.72288  -1.75325  -2.84317  0.04
H  2.56351  0.01164  -2.75659  0.01
H  0.10575  0.80612  -5.05405  0.04
H  -0.27275  1.32774  -3.41295  0.03
H  -1.43556  0.36193  -4.32732  0.03
H  2.41279  1.75127  2.67849  0.02
H  2.82143  1.13697  4.27778  0.05
H  1.13020  1.27417  3.80149  0.02
H  3.58682  -0.39040  0.74171  0.01
H  3.79382  -2.02589  1.39156  0.04
H  4.59009  -0.64890  2.14875  0.05
H  1.18642  -1.81507  4.76332  0.03
H  2.93635  -1.91071  4.75903  0.05
H  2.00554  -3.01259  3.74629  0.03
H  0.59149  -3.68143  1.75149  0.10
H  -0.05385  -5.96510  2.41568  0.12
H  -2.23744  -6.37479  3.48606  0.12
H  -3.80255  -4.50330  3.87540  0.12
H  -3.17111  -2.21504  3.22686  0.12
H  -1.21384  -1.38297  4.84576  0.11
H  -1.71266  0.31363  6.54646  0.12
H  -2.14344  2.65276  5.88018  0.12
H  -2.09002  3.29339  3.49644  0.11
H  -1.60095  1.59063  1.76961  0.10
H  -2.81235  0.93834  -1.23460  0.10
H  -4.53824  1.85396  -2.75496  0.11
H  -5.62591  0.38404  -4.41215  0.12
H  -5.00104  -1.99996  -4.55882  0.12
H  -3.27215  -2.91612  -3.06997  0.11
H  0.28650  -3.80124  -1.58833  0.09
H  0.05305  -6.24441  -1.38019  0.12
H  -2.05944  -7.22084  -0.56022  0.12
H  -3.94816  -5.75309  0.05453  0.12
H  -3.74817  -3.31614  -0.18941  0.12
C  1.25883  1.41212  -0.45834  -0.12
C  1.65828  2.57349  -0.67789  -0.06
C  2.09538  3.84005  -0.89735  -0.09
C  2.11554  4.35347  -2.26010  -0.17
C  1.93251  5.72097  -2.49818  -0.01
C  1.91438  6.19771  -3.79648  -0.04
C  2.09280  5.32471  -4.86023  -0.04
C  2.27125  3.96413  -4.63496  -0.05
C  2.27019  3.47656  -3.34313  -0.01
C  2.53181  4.62788  0.24749  -0.18
C  1.95332  4.42127  1.50526  -0.02
C  2.39393  5.14624  2.59420  -0.05
C  3.42899  6.06260  2.44381  -0.04
C  4.02335  6.25932  1.20585  -0.04
C  3.57406  5.55336  0.10460  -0.01
H  1.77073  6.39602  -1.66974  0.13
H  1.75868  7.25090  -3.98144  0.12
H  2.09236  5.70541  -5.87160  0.12
H  2.41803  3.29216  -5.46800  0.11
H  2.42140  2.41974  -3.15557  0.10
H  1.14212  3.71299  1.61121  0.11
H  1.93086  5.00532  3.55995  0.11
H  3.77427  6.62534  3.30006  0.12
H  4.83936  6.95946  1.10094  0.12
H  4.04819  5.68365  -0.85693  0.13

Atoms 1-6, force components in eV/Å:
Mo 0.19 0.16 -0.02
C 0.09 0.10 0.05
Si -0.14 0.01 0.06
C -0.04 0.11 0.18
C 0.09 -0.06 0.07
N -0.23 -0.28 -0.12



Question: The highest ΔE to the lowest compared entry with this formula, charge and spin belongs to which entry?
Answer: C21H62N5O7



What did the third record say?
Formula: C3H8NO
Source: OMol25
Level of theory: ωB97M-V with the def2-TZVPD basis set

- F_max (eV Å⁻¹) = 4.90
- LUMO (eV) = -3.7382
- multiplicity = 1
- HOMO energy (eV) = -16.242
- SMILES string = C[C@@]1([NH3+])CO1
- net charge = +1
- ΔE to the lowest compared entry with this formula, charge and spin (kJ/mol) = 191.92
- gap between HOMO and LUMO (eV) = 12.504

Each line ends with the Löwdin charge.
Element x y z (Å)
C  -0.36185  1.33682  -0.48296  0.00
C  0.08484  0.10534  0.18036  -0.44
N  -0.61969  -1.22674  -0.66175  0.27
C  1.15485  -0.24794  1.10964  0.06
O  -0.26867  -0.03872  1.45678  0.06
H  -1.36586  1.50639  -0.53854  0.06
H  0.01230  1.42194  -1.50590  0.10
H  -0.04264  2.36704  0.05884  0.18
H  -0.08650  -1.44451  -1.52148  0.17
H  -1.62244  -1.05256  -0.64272  0.16
H  -0.21889  -2.01656  -0.12926  0.15
H  1.58282  -1.20655  1.12585  0.11
H  1.75173  0.49606  1.55113  0.12

Atoms 1-6, force components in eV/Å:
C 3.62 3.28 -0.28
C -1.60 -0.24 -0.54
N 3.89 0.49 1.12
C -1.48 0.82 -0.47
O 0.59 -1.21 0.96
H -3.07 -0.40 0.09